Below is C20H24BeN7O2S2 as an isolated structure, with properties calculated with ωB97M-V/def2-TZVPD.

ΔE to the lowest compared entry with this formula, charge and spin ... 0.00 kJ/mol
Charge ... +1
Total energy ... -2121.513485 Ha
Highest occupied orbital energy ... -0.401 hartree
Gap between HOMO and LUMO ... 8.6 eV

XYZ file:
```
56
Properties=species:S:1:pos:R:3:mulliken_charge:R:1
Be 0.24916 0.70661 -0.54141 -1.08
N 2.77782 1.87242 1.39330 -0.30
C 2.75958 1.98558 0.06567 0.50
N 1.78142 1.55418 -0.70615 0.11
C 2.07574 1.72759 -2.05365 -0.21
C 3.26516 2.30299 -2.31750 -0.45
S 4.08091 2.67650 -0.83991 -0.19
C 1.08792 1.14657 -2.94059 -0.26
C 1.04631 1.07146 -4.28666 -0.48
S -0.33508 0.16317 -4.77975 -0.17
C -0.77285 -0.07842 -3.11731 0.37
N 0.05593 0.49629 -2.27689 0.62
N -1.82826 -0.83277 -2.75669 -0.36
H 1.86912 1.72136 1.84950 0.25
H 3.50266 2.33068 1.91641 0.25
H 3.70633 2.52944 -3.27345 0.47
H 1.72274 1.49657 -5.00871 0.47
H -2.48211 -1.07494 -3.48191 0.26
H -2.26690 -0.53351 -1.89722 0.26
C 1.57733 -5.12681 -0.00698 -1.05
C 2.03907 -4.00758 0.92420 -0.81
N 1.10532 -2.87839 1.00273 0.29
C 0.00741 -2.98431 1.96480 -1.06
C -1.32855 -3.35234 1.32043 -0.71
C 1.20760 -1.80824 0.20426 1.36
C 2.33388 -1.76773 -0.79053 -1.43
N 0.37185 -0.80330 0.26844 0.18
H 2.36254 -5.87795 -0.09367 0.40
H 1.35040 -4.75111 -1.00495 0.27
H 0.68340 -5.61705 0.37723 0.32
H 3.01848 -3.64668 0.62084 0.43
H 2.15363 -4.40633 1.93082 0.39
H -0.08367 -2.04333 2.51355 0.53
H 0.28403 -3.74321 2.69275 0.38
H -1.64016 -2.60700 0.58802 0.15
H -2.09757 -3.42339 2.08946 0.37
H -1.26296 -4.31429 0.81484 0.28
H 3.27688 -1.57291 -0.27715 0.31
H 2.15930 -0.97036 -1.49800 0.17
H 2.41755 -2.70351 -1.33714 0.47
H -0.34202 -0.92983 0.97691 0.09
O 0.01197 1.80272 2.29147 -0.88
C -0.88502 2.07954 1.50579 0.16
N -0.95338 1.64338 0.20347 0.26
C -2.14519 2.08907 -0.35585 0.45
O -2.54703 1.78934 -1.46285 -0.72
C -2.84059 2.95103 0.64163 -0.03
C -4.02225 3.65532 0.57851 -0.43
C -4.42718 4.33256 1.72725 -0.51
C -3.66942 4.28998 2.89077 -0.51
C -2.47371 3.57653 2.94420 -0.45
C -2.07800 2.91809 1.80099 0.47
H -4.61302 3.68723 -0.32756 0.49
H -5.34921 4.89874 1.71620 0.41
H -4.01602 4.81859 3.76892 0.41
H -1.88130 3.54174 3.84913 0.49
```

***

Below is a 4-piece molecular cluster, C18H45BF4N2O6P overall, with properties calculated with ωB97M-V/def2-TZVPD.

Charge ... -1
Total energy ... -2039.478461 Ha
Highest occupied orbital energy ... -0.160 hartree
Gap between HOMO and LUMO ... 6.8 eV

XYZ file:
```
77
Properties=species:S:1:pos:R:3:mulliken_charge:R:1
C 1.72719 1.92258 -1.50200 -0.44
C 1.90395 0.62500 -2.32562 -0.68
N 0.68847 -0.14600 -2.56752 -0.14
C -0.36572 0.60817 -3.22710 -0.06
C -1.12595 -0.20477 -4.28836 -0.58
O -2.43495 0.28330 -4.31821 -0.55
P -2.98416 0.48677 -2.66574 -0.21
B -3.44415 0.56465 -0.75798 1.10
N -4.16352 -0.58341 -0.13928 -0.77
O -3.08564 1.59348 0.08330 -0.65
C -3.41801 2.39000 -3.03117 0.61
F -2.95536 2.84722 -4.25099 -0.35
F -2.89260 3.28316 -2.11820 -0.34
C -4.91852 2.64018 -3.11930 0.00
F -5.21196 3.97188 -3.29208 -0.32
F -5.54429 2.25861 -1.96192 -0.25
O -1.33672 1.00857 -2.28830 -0.11
H 2.20645 1.84768 -0.52318 0.10
H 2.17576 2.78487 -2.00842 0.25
H 0.66574 2.14130 -1.35349 0.10
H 2.34572 0.87037 -3.29730 0.39
H 2.61697 -0.03440 -1.81472 0.35
H 0.28164 -0.40807 -1.67362 -0.01
H 0.02520 1.51880 -3.70908 0.25
H -0.65797 -0.02726 -5.26861 0.27
H -1.05747 -1.28626 -4.09122 0.25
H -4.32817 0.11373 -3.05311 0.00
H -2.65582 -0.91852 -2.43638 -0.13
H -3.68855 -0.83106 0.72730 0.15
H -5.08093 -0.26046 0.16356 0.24
H -2.36118 2.09608 -0.31470 0.30
H -5.34608 2.10193 -3.96813 0.28
C 1.27416 -5.33135 -2.98666 -1.19
C 1.66732 -4.01111 -2.34092 -0.35
O 0.59368 -3.32833 -1.74194 -0.29
C -0.06992 -3.96224 -0.67140 -0.41
C 0.77630 -4.18082 0.57168 -0.88
H 0.43135 -5.18086 -3.66257 0.31
H 2.11422 -5.73401 -3.55552 0.39
H 0.98506 -6.08005 -2.24668 0.29
H 2.03960 -3.32232 -3.10005 0.32
H 2.48320 -4.17014 -1.62127 0.32
H -0.53408 -4.90196 -0.99760 0.31
H -0.88254 -3.27870 -0.42308 0.27
H 1.55315 -4.93860 0.44438 0.40
H 0.12338 -4.50169 1.38442 0.23
H 1.25280 -3.24264 0.85998 0.24
C -1.71994 -2.77003 4.84980 -1.19
C -0.54711 -2.59381 3.89794 -0.30
O -0.89471 -2.00333 2.66506 -0.26
C -1.41574 -0.68371 2.72857 0.28
C -0.44906 0.31898 3.33496 -1.31
H -2.53895 -3.28719 4.34804 0.30
H -1.41205 -3.35696 5.71674 0.42
H -2.09797 -1.81365 5.21384 0.27
H -0.13467 -3.56956 3.63744 0.29
H 0.25675 -2.02938 4.38768 0.31
H -2.37066 -0.66463 3.26654 0.33
H -1.62978 -0.41538 1.69459 -0.35
H -0.29679 0.14596 4.40293 0.30
H -0.83960 1.32963 3.21404 0.54
H 0.52207 0.25196 2.84345 0.28
C 3.02265 2.26165 3.64267 -0.94
C 4.24670 2.41904 2.75560 -0.37
O 3.97691 2.99060 1.49349 -0.39
C 3.42520 4.29355 1.50042 -0.23
C 4.32433 5.33980 2.13874 -1.21
H 2.22124 1.75630 3.10487 0.16
H 3.27782 1.67970 4.52941 0.45
H 2.63776 3.22616 3.97856 0.27
H 4.66732 1.43852 2.52931 0.34
H 5.02494 2.98567 3.28309 0.32
H 2.43992 4.29347 1.98065 0.31
H 3.26321 4.53162 0.44937 0.34
H 4.42774 5.19205 3.21526 0.27
H 3.90478 6.33402 1.98059 0.41
H 5.32064 5.30563 1.69514 0.30
```

***

Below is a single C6H12O3 molecule at a distorted geometry, with properties calculated with ωB97M-V/def2-TZVPD.

ΔE to the lowest compared entry with this formula, charge and spin ... 315.99 kJ/mol
SMILES string ... C[C@]1(O)C[C@H](O)[C@]1(C)O
Charge ... 0
Total energy ... -461.445585 Ha
Highest occupied orbital energy ... -0.318 hartree
Gap between HOMO and LUMO ... 9.4 eV

XYZ file:
```
21
Properties=species:S:1:pos:R:3:mulliken_charge:R:1
C 0.55726 0.30554 0.61455 0.78
C 0.05388 -0.08256 -0.73201 1.19
C -1.21719 -0.26899 0.95050 -0.42
C -0.98881 -1.10473 -0.29332 -1.02
C 1.46910 -0.59473 1.41848 -1.51
C -0.45048 1.00565 -1.65896 -1.63
O 0.90382 1.65745 0.75960 -0.57
O 1.37948 -0.80254 -1.48721 -0.65
O -2.27703 0.65334 0.97630 -0.52
H 1.86884 1.72774 0.76189 0.40
H 1.92394 -0.09172 -1.85896 0.30
H -3.03948 0.25313 0.53269 0.37
H -1.15327 -0.78396 1.90742 0.39
H -0.58701 -2.10260 -0.10517 0.27
H -1.84598 -1.18458 -0.96600 0.41
H 2.49772 -0.49100 1.06138 0.43
H 1.18644 -1.64429 1.32961 0.32
H 1.44946 -0.31912 2.47808 0.36
H 0.33287 1.74581 -1.83117 0.34
H -1.30258 1.55738 -1.24836 0.34
H -0.76099 0.56477 -2.60933 0.41
```

***

Below is a single C7H13NO molecule at a distorted geometry, with properties calculated with ωB97M-V/def2-TZVPD.

ΔE to the lowest compared entry with this formula, charge and spin ... 605.24 kJ/mol
Charge ... 0
Total energy ... -404.296938 Ha
Highest occupied orbital energy (spin up / spin down) ... -0.320 / -0.280 hartree
Gap between HOMO and LUMO (spin up / spin down) ... 8.8 / 6.5 eV

XYZ file:
```
22
Properties=species:S:1:pos:R:3:mulliken_charge:R:1
C -1.32453 -0.20998 0.87722 -0.46
C 0.68065 0.33955 2.36773 -1.05
C -0.81481 0.19731 2.24695 0.62
O -0.65034 0.43394 -0.17454 -0.51
N -1.66367 0.36051 3.17620 -0.71
H -0.84582 0.55778 -1.81068 0.33
H -1.21366 0.61390 4.05779 0.24
H -2.38996 0.02506 0.82239 0.40
H -1.20980 -1.30393 0.78291 0.25
H 1.17349 -0.58145 2.04495 0.24
H 0.98052 0.56949 3.39066 0.41
H 1.02603 1.13382 1.70325 0.21
C 0.06625 0.23070 -2.47776 -0.34
C 0.57964 -0.43310 -1.03040 0.35
C 0.69649 1.37177 -2.92148 -0.92
C 0.56377 -1.80091 -0.99723 -1.07
H -0.18664 -0.53165 -3.20905 0.36
H 1.46403 0.07003 -0.65835 0.37
H 0.99157 2.14374 -2.22190 0.31
H 1.40869 -2.35092 -0.61045 0.30
H -0.26448 -2.37363 -1.39304 0.34
H 0.93258 1.53799 -3.96517 0.34
```

***

Below is an isolated ion of composition C5H8IN2 and charge +1 at a distorted geometry, with properties calculated with ωB97M-V/def2-TZVPD.

ΔE to the lowest compared entry with this formula, charge and spin ... 205.49 kJ/mol
SMILES string ... N[C@]1(I)C=CC=C[NH2+]1
Charge ... +1
Total energy ... -602.185318 Ha
Highest occupied orbital energy ... -0.493 hartree
Gap between HOMO and LUMO ... 9.0 eV

XYZ file:
```
16
Properties=species:S:1:pos:R:3:mulliken_charge:R:1
C 0.29817 -1.74444 -0.58086 -0.43
C -1.09390 -1.53127 -0.50366 -0.21
C 1.22341 -0.81916 -0.19193 -0.45
C -1.64860 -0.41205 -0.00296 -0.44
C 0.64889 0.57363 0.46551 -0.04
N 1.25893 1.69914 -0.05330 -0.51
N -0.86719 0.79412 0.18332 -0.04
I 0.93397 0.54424 2.65865 0.22
H 0.56394 -2.54898 -1.13756 0.51
H -1.87969 -2.27612 -0.64923 0.34
H 2.30987 -0.77236 -0.15625 0.44
H -2.69312 -0.47728 0.09946 0.42
H 1.83361 1.77925 -0.90660 0.20
H 1.11885 2.66989 0.27494 0.25
H -0.77873 1.50259 -0.58099 0.41
H -1.22840 1.01880 1.08146 0.34
```

***

Below is a single C6H9N3O molecule at a distorted geometry, with properties calculated with ωB97M-V/def2-TZVPD.

ΔE to the lowest compared entry with this formula, charge and spin ... 174.93 kJ/mol
SMILES string ... NC(=O)C1=NCC[C@H]2CN12
Charge ... 0
Total energy ... -473.483102 Ha
Highest occupied orbital energy ... -0.339 hartree
Gap between HOMO and LUMO ... 10.1 eV

XYZ file:
```
19
Properties=species:S:1:pos:R:3:mulliken_charge:R:1
N -2.69154 -1.32966 0.68471 -0.43
C -2.34512 -0.22022 0.01994 0.21
C -0.86219 0.13093 0.09167 0.78
N -0.33878 0.21274 1.24658 -0.55
C 1.09450 0.39623 1.37935 -0.72
C 1.75099 1.13012 0.21116 -0.57
C 1.17034 0.71945 -1.11787 0.06
C 0.83868 -0.67645 -1.47366 -0.46
N -0.22971 0.29246 -1.15400 -0.33
H 1.29032 0.92590 2.32098 0.36
H 1.53311 -0.60722 1.50057 0.29
H 1.58997 2.21212 0.32567 0.32
H 2.83651 0.96338 0.22287 0.34
H 1.41277 1.38797 -1.94792 0.33
H 0.87345 -0.99790 -2.51527 0.24
H 1.02261 -1.46238 -0.73715 0.19
O -3.09301 0.22611 -0.85157 -0.56
H -2.53650 -1.36303 1.68420 0.25
H -3.31639 -1.94057 0.10973 0.25
```

***

Below is a 3-piece molecular cluster, C4H14NO2 overall at a distorted geometry, with properties calculated with ωB97M-V/def2-TZVPD.

ΔE to the lowest compared entry with this formula, charge and spin ... 176.78 kJ/mol
Charge ... +1
Total energy ... -365.763392 Ha
Highest occupied orbital energy ... -0.509 hartree
Gap between HOMO and LUMO ... 10.5 eV

XYZ file:
```
21
Properties=species:S:1:pos:R:3:mulliken_charge:R:1
C 2.42826 1.36479 -0.40037 -1.05
C 2.45034 -0.09132 0.09453 -0.25
C 1.37109 -0.86279 -0.61490 -0.34
C 0.34824 -1.34752 0.08965 -0.44
N -0.99688 -1.52420 -0.48293 -0.18
H 1.43620 1.60397 -0.78773 0.27
H 3.14823 1.65806 -1.16352 0.32
H 2.59064 2.07135 0.41410 0.32
H 2.24421 -0.07061 1.15973 0.28
H 3.38921 -0.54892 -0.21698 0.30
H 1.48132 -1.11925 -1.66247 0.38
H 0.37562 -1.49337 1.15502 0.37
H -1.13794 -1.11637 -1.40608 0.39
H -1.17580 -2.52956 -0.60126 0.38
H -1.74532 -1.07058 0.10621 0.27
H -2.26390 0.52350 1.46419 0.34
H -2.86519 -0.61524 2.29172 0.31
O -2.21570 -0.44102 1.59902 -0.66
H -3.56889 2.32758 -0.21152 0.32
H -2.44240 1.55737 -0.84216 0.29
O -2.85137 1.72414 0.01576 -0.62
```

***

Below is a 3-piece molecular cluster, C4H9N2O overall at a distorted geometry, with properties calculated with ωB97M-V/def2-TZVPD.

ΔE to the lowest compared entry with this formula, charge and spin ... 250.53 kJ/mol
Charge ... +1
Total energy ... -342.261847 Ha
Highest occupied orbital energy ... -0.491 hartree
Gap between HOMO and LUMO ... 10.3 eV

XYZ file:
```
16
Properties=species:S:1:pos:R:3:mulliken_charge:R:1
C 0.01302 0.89796 2.50869 -1.04
C 0.70357 1.41632 1.64676 0.97
C -0.87376 -1.14686 -0.45155 0.22
C -2.28271 -1.52479 -0.14056 -0.78
N 0.15197 -0.76629 -0.76854 -0.38
N 2.39482 0.54118 -1.36770 -0.50
O 1.22528 1.99937 0.79008 -0.50
H 0.47406 0.49505 3.37584 0.26
H -1.06547 1.04588 2.68021 0.30
H -2.58860 -2.05330 -1.04792 0.31
H -2.66929 -0.47448 -0.12668 0.25
H -2.36420 -2.02181 0.82392 0.32
H 2.54133 0.87713 -0.29643 0.41
H 3.10853 0.18570 -1.97616 0.33
H 1.93811 1.41124 -1.77273 0.41
H 1.53593 -0.09412 -1.21676 0.43
```